No. 1
Below is a 2-piece molecular cluster, C2H6NO3 overall in a non-equilibrium geometry, with properties calculated with wB97M-V/def2-TZVPD.

Output
- Calculated total energy: -360.31360 Eh
- Multiplicity: 1
- Energy above the lowest of the compared OMol25 structures with the same formula, charge and spin: 36.2 kcal/mol
- Largest force on an atom: 1.1 eV/Å
- LUMO level: 0.1499 hartree
- Charge: -1

Last column: natural (NBO) charge in e.
Positions of all 12 atoms, in Å:
1 O -0.981 -1.199 -0.757  -0.771
2 C 0.082 -0.803 -0.210  0.494
3 N 0.239 0.322 0.461  -0.663
4 C 1.722 0.756 1.027  0.194
5 O 2.599 -0.162 0.905  -0.862
6 H 1.003 -1.399 -0.248  0.149
7 H -0.537 0.970 0.496  0.361
8 H 1.406 0.997 2.092  0.058
9 H 1.887 1.685 0.445  0.072
10 H -2.117 0.154 -1.323  0.507
11 H -3.261 0.590 -0.411  0.454
12 O -2.962 0.682 -1.340  -0.993



No. 2
Below is an isolated ion of composition C2H6NO3 and charge +1 in a non-equilibrium geometry, with properties calculated with wB97M-V/def2-TZVPD.

Output
- Calculated total energy: -359.94894 Eh
- Multiplicity: 1
- SMILES: O[C@H]1[NH2+][C@H](O)O1
- Energy above the lowest of the compared OMol25 structures with the same formula, charge and spin: 54.9 kcal/mol
- Largest force on an atom: 6.0 eV/Å
- LUMO level: -0.1284 hartree
- Charge: +1

Last column: natural (NBO) charge in e.
Positions of all 12 atoms, in Å:
1 C -1.042 -0.549 -0.409  0.646
2 C 0.855 -0.500 0.503  0.497
3 N 0.084 0.750 -0.017  -0.700
4 O -0.127 -1.418 0.131  -0.508
5 O -2.131 -0.302 0.103  -0.594
6 O 1.944 -0.486 -0.270  -0.704
7 H -0.919 -0.557 -1.448  0.192
8 H 1.207 -0.815 1.539  0.211
9 H 0.838 1.034 -0.688  0.461
10 H -0.289 1.451 0.636  0.441
11 H -2.212 -0.589 1.095  0.535
12 H 2.713 -0.898 0.017  0.523



No. 3
Below is a 3-piece molecular cluster, C2H6NO3P overall in a non-equilibrium geometry, with properties calculated with wB97M-V/def2-TZVPD.

Output
- Calculated total energy: -701.58829 Eh
- Multiplicity: 1
- Energy above the lowest of the compared OMol25 structures with the same formula, charge and spin: 39.8 kcal/mol
- Largest force on an atom: 3.2 eV/Å
- LUMO level: 0.2334 hartree
- Charge: -2

Last column: natural (NBO) charge in e.
Positions of all 13 atoms, in Å:
1 C 0.888 1.176 0.125  -0.452
2 C 0.905 -1.201 0.285  -0.088
3 N 0.286 -0.101 0.315  -0.409
4 O -2.902 1.352 -0.722  -1.157
5 O -3.317 0.071 1.425  -1.155
6 O -3.160 -1.186 -0.768  -1.151
7 P -3.030 0.056 -0.005  2.457
8 H 0.685 1.760 1.030  0.195
9 H 1.945 1.155 -0.071  0.170
10 H 0.585 1.460 -0.840  0.216
11 H 1.938 -1.088 0.005  0.168
12 H 0.565 -2.211 0.317  0.161
13 H 4.612 -1.243 -1.096  -0.953